A cluster of 9 separate species, C39H72ClN4O9S2 in total, computed with ωB97M-V with the def2-TZVPD basis set.

```
127
C39H72ClN4O9S2, DFT ωB97M-V with the def2-TZVPD basis set
S 6.22983 -2.10169 -0.49942
C 5.23699 -0.77319 0.30378
C 4.20515 -0.08913 -0.70746
C 4.09273 1.48065 -0.44737
C 2.56761 1.85802 -0.54234
N 1.66681 1.22934 -1.37466
C 0.39191 1.80267 -1.15505
C -0.81056 1.22790 -1.95894
C -2.08834 2.15530 -1.99143
C -3.08030 1.91569 -0.76011
C -4.45052 2.64078 -1.15048
C -5.74047 1.77024 -0.84131
C -6.17566 1.92368 0.68311
C -7.44686 0.97327 0.90659
S -6.87845 -0.66896 1.51668
C -6.74260 -1.86309 0.14432
N -7.45510 -2.02518 -0.99704
N -6.89863 -3.10506 -1.62419
C -5.88683 -3.60013 -0.89143
O -5.73843 -2.83806 0.25662
C 0.50160 2.85053 -0.17469
N 1.88428 2.81777 0.17416
Cl 2.58704 3.83476 1.33582
H 7.39066 -2.26728 0.23048
H 5.95048 0.03028 0.63206
H 4.72873 -1.17111 1.22415
H 4.51558 -0.32879 -1.76460
H 3.21576 -0.58667 -0.50061
H 4.39704 1.66888 0.62170
H 4.73098 2.07183 -1.15104
H 1.89262 0.47323 -2.02563
H -0.47976 1.02124 -3.01891
H -1.10582 0.25963 -1.46957
H -1.87403 3.25510 -2.03525
H -2.67434 1.85286 -2.91118
H -2.70391 2.41980 0.17039
H -3.21819 0.81234 -0.56249
H -4.44084 2.83866 -2.26537
H -4.55596 3.63292 -0.63674
H -5.64604 0.69096 -1.15542
H -6.59376 2.20530 -1.44184
H -6.43845 2.98559 0.93373
H -5.33783 1.50681 1.30217
H -8.08434 1.42703 1.72509
H -8.09947 0.93018 -0.00425
H -5.22666 -4.46861 -1.09121
H -0.32352 3.49983 0.18222
C -6.07227 -3.79148 5.75829
C -5.08147 -3.89020 4.62703
O -3.89706 -3.70354 4.80721
C -5.62186 -4.23027 3.26183
H -5.54507 -3.54129 6.67936
H -6.80109 -3.00640 5.54719
H -6.57918 -4.74878 5.89372
H -6.32176 -3.47592 2.92757
H -6.10591 -5.20867 3.28839
H -4.79517 -4.26724 2.55189
C -5.51016 0.60853 -6.24183
C -6.19615 1.18151 -5.02862
O -5.70374 2.09416 -4.39662
C -7.51713 0.57689 -4.63094
H -4.57186 1.13835 -6.41057
H -5.29179 -0.44899 -6.08091
H -6.14494 0.73189 -7.12109
H -7.38743 -0.48218 -4.39868
H -8.24055 0.69887 -5.43932
H -7.89488 1.08565 -3.74350
C 7.11452 -2.26722 -5.12701
C 7.94953 -1.35817 -4.26481
O 7.59496 -0.22311 -4.01100
C 9.24479 -1.91124 -3.72708
H 6.21452 -1.73866 -5.44185
H 7.67598 -2.55801 -6.01302
H 6.82059 -3.15049 -4.56052
H 9.90303 -2.18763 -4.55309
H 9.04475 -2.78055 -3.09715
H 9.74083 -1.14928 -3.12459
C 6.47796 -5.66266 -8.45512
C 5.75476 -5.11410 -7.25474
O 6.20819 -4.18574 -6.61307
C 4.44737 -5.76098 -6.87908
H 7.40142 -5.10343 -8.60781
H 6.72792 -6.71276 -8.29091
H 5.85387 -5.55844 -9.34488
H 4.60777 -6.81537 -6.64597
H 3.73386 -5.66132 -7.69910
H 4.03891 -5.26551 -5.99731
C 1.44796 4.27868 4.39970
C 1.39361 4.12011 5.89986
O 2.17972 3.40583 6.48278
C 0.32601 4.88336 6.63815
H 2.26304 3.67301 4.00392
H 0.50998 3.93860 3.95543
H 1.63016 5.32460 4.14266
H -0.66133 4.56928 6.29201
H 0.45830 5.95558 6.47964
H 0.40589 4.67516 7.70666
C 8.25134 -5.77123 -4.71858
C 8.91308 -7.10659 -4.94416
O 9.02308 -7.57335 -6.05785
C 9.43159 -7.83775 -3.73238
H 7.92877 -5.36267 -5.67670
H 7.37577 -5.89406 -4.07698
H 8.96007 -5.07701 -4.26211
H 8.60941 -8.05133 -3.04649
H 10.19245 -7.23573 -3.23180
H 9.88103 -8.78092 -4.04429
C 1.49408 2.30751 10.00663
C 1.36733 3.64186 10.69522
O 1.04292 4.63886 10.08446
C 1.65965 3.68905 12.17254
H 1.25584 2.42233 8.94858
H 2.51734 1.93836 10.09649
H 0.79606 1.59334 10.44833
H 2.69029 3.38071 12.35792
H 0.96919 3.03587 12.70945
H 1.52916 4.70937 12.53433
C -5.13338 7.43405 2.82437
C -5.74603 6.08584 2.54763
O -5.42175 5.43204 1.57757
C -6.77760 5.58160 3.52330
H -4.40990 7.66943 2.04319
H -5.90908 8.20193 2.82616
H -4.61772 7.41808 3.78650
H -7.62580 6.26785 3.55589
H -6.33449 5.48397 4.51614
H -7.13221 4.60207 3.20047
```

**E_LUMO**: -2.96 eV
**Kohn-Sham gap**: 7.6 eV
**HOMO energy**: -10.535 eV
**Charge**: +1

A cluster of 2 separate species, C5HF3N2 in total, computed with ωB97M-V with the def2-TZVPD basis set.

```
11
C5HF3N2, DFT ωB97M-V with the def2-TZVPD basis set
C -1.43015 -0.31124 1.98728
C 0.12205 -0.14696 -0.07329
C -0.52800 -2.23752 0.68635
C -0.04387 -2.18154 -0.62498
C -0.56721 -0.88870 1.04034
N -2.25701 0.07904 2.67445
N 0.37220 -0.97537 -1.09082
F -1.14111 -3.28234 1.23965
F 0.13511 -3.26948 -1.39294
F 1.31635 -0.35862 1.31688
H 0.22265 0.87152 -0.17976
```

**Energy above the lowest of the compared OMol25 structures with the same formula, charge and spin**: 0.0 kcal/mol
**E_LUMO (spin up / spin down)**: -2.72 / -2.72 eV
**Kohn-Sham gap (spin up / spin down)**: 7.7 / 7.7 eV
**HOMO energy (spin up / spin down)**: -10.448 / -10.448 eV

A cluster of 2 separate species, BrFHN in total, computed with ωB97M-V with the def2-TZVPD basis set.

```
4
BrFHN, DFT ωB97M-V with the def2-TZVPD basis set
N -0.23445 0.41793 -0.31613
F 0.01484 1.39671 0.55457
Br -1.18828 -0.91574 0.37452
H 1.40788 -0.89890 -0.61295
```

**Energy above the lowest of the compared OMol25 structures with the same formula, charge and spin**: 84.4 kcal/mol
**E_LUMO (spin up / spin down)**: -0.47 / -1.13 eV
**Kohn-Sham gap (spin up / spin down)**: 9.6 / 9.1 eV
**HOMO energy (spin up / spin down)**: -10.037 / -10.216 eV

A cluster of 27 separate species, C27H108N54O27 in total, computed with ωB97M-V with the def2-TZVPD basis set.

```
216
C27H108N54O27, DFT ωB97M-V with the def2-TZVPD basis set
C 2.33780 -1.16217 7.39108
O 2.71982 -0.10493 7.04110
N 1.38286 -1.87467 6.85297
N 2.84113 -1.75528 8.41755
H 0.94561 -2.74559 7.11829
H 0.91745 -1.32288 6.14654
H 3.69888 -1.46334 8.86381
H 2.39092 -2.64237 8.59216
C -0.08567 -0.16044 -0.49062
O 1.13286 -0.44334 -0.67877
N -0.60501 -0.34452 0.65533
N -0.79936 0.54595 -1.32376
H -1.54287 -0.01666 0.83706
H -0.03352 -0.64256 1.43293
H -0.34357 0.73612 -2.20478
H -1.74223 0.85175 -1.12994
C -5.15787 3.48910 3.53641
O -4.42699 4.40902 3.81317
N -4.78379 2.20251 3.48017
N -6.46521 3.59212 3.11930
H -5.40615 1.56601 3.00306
H -3.83087 1.95527 3.70583
H -7.01335 2.75127 3.00695
H -6.63951 4.53232 2.79410
C -1.51986 2.34640 2.09670
O -2.10485 1.34234 2.37838
N -0.59970 2.51887 1.25056
N -1.96238 3.50924 2.49200
H -0.24871 3.44527 1.05389
H -0.30130 1.70387 0.73400
H -1.56965 4.36697 2.13122
H -2.74409 3.61389 3.12294
C -0.73520 -5.05777 -0.90544
O -0.35248 -5.47259 -1.97440
N -0.20710 -4.07528 -0.13356
N -1.87895 -5.26549 -0.25529
H -0.66611 -4.06947 0.76610
H 0.54561 -3.54662 -0.55075
H -2.15595 -4.75396 0.57036
H -2.47249 -5.91473 -0.75158
C -1.82676 -4.01770 3.39343
O -1.18412 -4.02938 2.38319
N -1.41376 -4.65935 4.42813
N -3.09839 -3.59174 3.46853
H -2.08442 -4.64075 5.18310
H -0.42886 -4.86472 4.33924
H -3.54912 -3.07108 2.72970
H -3.70374 -3.99060 4.17178
C 0.78012 2.83503 -7.80285
O 1.93731 2.90319 -7.48580
N 0.45695 2.78798 -9.02850
N -0.25822 2.70340 -7.01104
H 1.24975 3.01619 -9.61116
H -0.32043 2.27285 -9.41633
H -1.04206 2.28159 -7.48830
H 0.02786 2.43375 -6.08069
C -2.43035 3.04171 -4.03562
O -1.27693 3.36545 -3.67978
N -3.12777 3.82396 -4.78115
N -3.07951 2.05058 -3.50377
H -3.92218 3.33267 -5.16538
H -2.65247 4.63280 -5.15529
H -2.70764 1.44980 -2.78206
H -4.08435 2.01096 -3.59770
C -1.61137 -0.70700 5.59582
O -1.75958 -1.75484 6.19789
N -2.23257 -0.47355 4.54641
N -0.87794 0.19482 6.00145
H -1.98581 0.13613 3.77992
H -2.97168 -1.11461 4.29568
H -0.86747 1.10973 5.57373
H -0.55237 0.29697 6.95206
C 6.87098 -2.78782 -1.11920
O 7.76528 -2.39336 -1.87989
N 5.86885 -2.11553 -0.61443
N 6.75105 -4.02658 -1.06106
H 5.89737 -1.10812 -0.68063
H 5.28379 -2.53025 0.09678
H 7.42037 -4.61359 -1.53807
H 6.00084 -4.44888 -0.53291
C 2.44720 -1.01373 -6.36980
O 1.28339 -0.83243 -6.25471
N 3.33012 -0.64689 -5.46888
N 2.96700 -1.26696 -7.53504
H 3.06105 0.01517 -4.75518
H 4.26572 -0.74035 -5.83766
H 2.21585 -1.28659 -8.20993
H 3.92900 -1.57273 -7.56916
C -3.85204 4.48154 -0.41317
O -5.03427 4.21489 -0.32554
N -2.91441 3.65628 -0.76939
N -3.36227 5.61768 -0.23125
H -1.94369 3.93390 -0.74257
H -3.40373 2.82179 -1.05974
H -3.92972 6.30906 0.23787
H -2.43375 5.79849 -0.58518
C 3.92525 1.02315 0.43383
O 4.68468 0.23695 0.99805
N 2.72130 1.34986 0.83721
N 4.17638 1.56732 -0.69481
H 2.65839 1.39403 1.84427
H 1.90440 1.19240 0.26452
H 3.37401 2.02421 -1.10416
H 5.02059 1.56425 -1.24923
C 0.25972 5.68770 -0.82419
O -0.45747 5.27510 0.01819
N 1.11276 6.69361 -0.80711
N 0.32598 5.16795 -2.02218
H 1.07439 7.20028 0.06576
H 1.59556 7.10042 -1.59547
H -0.36791 4.46300 -2.22630
H 0.89475 5.56891 -2.75418
C 2.22958 2.09917 -3.19602
O 3.09430 1.30980 -3.55005
N 2.51882 3.22870 -2.55059
N 1.00769 1.86290 -3.34896
H 3.46364 3.57852 -2.62166
H 1.74589 3.82965 -2.30251
H 0.90192 1.11432 -4.01870
H 0.44355 2.69068 -3.47791
C -5.86949 -4.02963 1.15064
O -4.87886 -3.36939 1.02040
N -5.93240 -5.13472 1.84623
N -7.05205 -3.69699 0.71891
H -5.11147 -5.55848 2.25440
H -6.88917 -5.42100 1.99701
H -7.85521 -4.25490 0.97144
H -7.32964 -2.81503 0.31247
C -3.90941 -0.24018 -0.05269
O -3.66170 0.76797 -0.62054
N -4.10668 -1.35106 -0.59265
N -3.90184 -0.41073 1.22602
H -4.34845 -2.07257 0.07148
H -3.85405 -1.54386 -1.55135
H -3.64193 0.40596 1.76041
H -4.12272 -1.32454 1.59519
C 2.38024 -5.55264 5.29424
O 1.67914 -6.15322 4.45222
N 2.98976 -6.14292 6.26705
N 2.74114 -4.31533 5.12917
H 3.61550 -5.56253 6.80714
H 2.95681 -7.12766 6.48910
H 2.35252 -3.65951 4.46662
H 3.40939 -4.03897 5.83428
C -4.19790 2.35733 -7.67234
O -4.75374 3.29130 -7.12376
N -3.12848 1.81674 -7.18190
N -4.48230 1.77132 -8.73303
H -2.60066 2.15835 -6.39145
H -2.77708 0.95979 -7.58469
H -3.82576 1.20637 -9.25255
H -5.39038 2.01005 -9.10518
C 1.60582 -1.84743 3.17958
O 0.81436 -0.98093 3.14148
N 1.51111 -3.07617 2.72805
N 2.84842 -1.48409 3.46344
H 2.18320 -3.34225 2.02266
H 0.57760 -3.46132 2.74617
H 2.80421 -0.51990 3.76092
H 3.65504 -2.08557 3.55117
C -2.24657 -1.62169 -3.87594
O -3.41352 -1.93232 -3.82938
N -1.25362 -2.04291 -3.17951
N -1.89913 -0.65997 -4.67667
H -1.36736 -2.83098 -2.55814
H -0.26604 -1.83581 -3.22318
H -2.63640 -0.44317 -5.33206
H -1.11905 -1.08407 -5.15802
C 4.13607 -5.11427 1.35127
O 4.97904 -4.19811 1.41488
N 3.08935 -5.15821 0.61742
N 4.35143 -6.34710 1.84932
H 2.44021 -5.93151 0.64445
H 2.90384 -4.41435 -0.04011
H 5.12931 -6.47353 2.48099
H 3.49594 -6.88168 1.79967
C 2.80714 -2.97399 -2.80834
O 2.67460 -3.80618 -1.93418
N 3.05098 -3.29409 -3.99542
N 2.57473 -1.67817 -2.58984
H 3.31782 -2.69403 -4.76277
H 2.98118 -4.27341 -4.23241
H 3.04013 -0.95605 -3.12092
H 2.48224 -1.38850 -1.62671
C 3.74133 5.10975 1.38667
O 4.88036 4.63874 1.43856
N 3.54540 6.36650 1.65718
N 2.71751 4.37417 1.26261
H 4.25158 7.07782 1.53290
H 2.63902 6.69907 1.36059
H 1.79182 4.70687 1.03342
H 3.06983 3.46140 1.01193
C -6.60947 1.80613 -2.49350
O -6.87913 0.78034 -3.06264
N -6.47942 1.91158 -1.13386
N -6.41643 2.92891 -2.98009
H -6.39842 1.05705 -0.60159
H -5.99496 2.74362 -0.82872
H -6.62867 3.51733 -2.18712
H -6.83342 3.03063 -3.89436
C 6.96619 -1.14907 3.07093
O 7.75148 -1.98440 3.50114
N 7.16852 0.10047 2.99618
N 5.89286 -1.61099 2.55448
H 8.01642 0.55978 3.29651
H 6.32570 0.62608 2.81318
H 5.82933 -2.61585 2.63398
H 5.32980 -1.03238 1.94762
C 1.93529 2.24117 4.40841
O 2.98501 1.80886 4.14109
N 1.86319 3.33275 5.17270
N 0.73563 1.75525 4.08546
H 2.76445 3.75111 5.35381
H 1.06444 3.89542 5.42862
H -0.14622 2.04555 4.48317
H 0.65332 0.83309 3.68178
```

**Energy above the lowest of the compared OMol25 structures with the same formula, charge and spin**: 448.6 kcal/mol
**E_LUMO**: -0.40 eV
**Kohn-Sham gap**: 7.0 eV
**HOMO energy**: -7.394 eV

These records have max |F| values of 4.09, 3.26, 2.74, 10.54 eV/Å, in the order they appear.
These records have total energy values of -100181.25254, -16329.46421, -74259.49820, -165514.89325 eV, in the order they appear.